Record 1
{"formula": "C29H58BBrNO13S", "method": "wB97M-V/def2-TZVPD", "elements": ["Br", "S", "O", "O", "O", "O", "O", "O", "O", "O", "O", "O", "O", "O", "O", "N", "C", "C", "C", "C", "C", "C", "C", "C", "C", "C", "C", "C", "C", "C", "C", "C", "C", "C", "C", "C", "C", "C", "C", "C", "C", "C", "C", "C", "C", "B", "H", "H", "H", "H", "H", "H", "H", "H", "H", "H", "H", "H", "H", "H", "H", "H", "H", "H", "H", "H", "H", "H", "H", "H", "H", "H", "H", "H", "H", "H", "H", "H", "H", "H", "H", "H", "H", "H", "H", "H", "H", "H", "H", "H", "H", "H", "H", "H", "H", "H", "H", "H", "H", "H", "H", "H", "H", "H"], "xyz": [[-0.389, -2.676, 0.593], [2.735, 4.645, 0.117], [1.998, 3.563, -0.893], [0.057, -0.550, 2.441], [4.104, 3.906, 0.649], [-1.887, 0.853, -0.898], [7.197, 2.965, 4.054], [-4.055, 0.987, -2.155], [2.178, 5.242, 4.180], [-5.202, -7.599, -3.977], [3.199, 5.850, -0.793], [-3.277, -4.894, -0.077], [4.635, 0.922, -4.092], [4.160, 1.534, -0.429], [5.323, 1.412, 4.519], [-4.253, -6.217, -2.044], [-3.280, 0.469, -1.200], [3.804, 0.903, -1.650], [5.834, 2.585, -2.485], [3.914, 2.770, 1.616], [-5.390, -8.275, -2.722], [-3.909, -0.769, -0.268], [-2.803, 3.137, 1.303], [3.032, 3.192, 2.920], [0.909, 2.728, -0.277], [-5.297, -7.207, -1.630], [-3.260, -4.508, 1.294], [0.307, -0.844, 1.176], [5.540, 2.539, 1.961], [3.770, 0.210, 1.647], [5.104, 1.100, -2.692], [-0.775, 4.887, -0.254], [0.109, 2.433, -1.681], [-4.588, -0.228, 1.137], [-3.195, 4.488, 2.207], [-2.825, -6.540, -1.736], [3.387, 4.713, 3.526], [-5.017, -8.516, -5.049], [-1.396, 1.928, -1.743], [1.662, 1.494, 0.466], [3.271, 1.508, 0.709], [-0.141, 3.623, 0.639], [-2.542, -6.111, -0.297], [1.108, -0.026, 0.025], [-1.226, 2.784, 1.524], [5.960, 2.287, 3.515], [3.648, -0.278, -1.636], [-2.236, -5.936, -2.433], [3.731, 5.466, 2.701], [-4.912, -7.943, -5.973], [0.392, 4.267, 1.495], [2.029, -0.736, -0.269], [4.272, 4.653, 4.322], [3.646, 0.503, 2.799], [2.933, 1.485, -2.170], [-2.634, -7.600, -1.923], [-2.893, -6.883, 0.401], [-5.879, -9.183, -5.137], [-3.979, 4.258, 3.045], [4.893, -0.106, 1.392], [1.239, 1.554, 1.587], [-4.101, -9.094, -4.891], [-2.233, -4.373, 1.644], [-5.130, -1.168, 1.619], [-6.367, -8.769, -2.699], [-3.746, 0.083, 1.901], [-3.430, 2.258, 1.787], [6.188, 3.507, 1.668], [5.398, 0.440, 4.286], [5.213, 1.510, -4.693], [-4.376, -6.088, -3.065], [0.775, 1.625, -2.259], [2.094, 6.231, 3.957], [1.867, 3.296, 2.684], [6.465, 2.887, -3.451], [-5.416, 0.582, 0.971], [-1.057, 2.935, 2.700], [6.648, 2.416, -1.635], [-4.437, -5.300, -1.600], [-6.230, -6.637, -1.580], [-3.775, -5.263, 1.898], [-1.796, 4.676, -0.748], [-3.799, -3.562, 1.386], [0.151, 3.381, -2.413], [-0.897, 5.874, 0.397], [7.935, 2.313, 3.781], [-0.026, 5.197, -1.130], [-1.472, -5.942, -0.143], [-4.640, -1.464, -0.865], [5.881, 0.269, -2.414], [-2.987, -1.422, 0.039], [3.021, 2.380, 3.797], [-2.225, 2.788, -1.699], [5.079, 3.440, -2.223], [3.173, -0.769, 1.540], [0.480, -0.079, -0.944], [-5.060, -7.607, -0.642], [-3.159, 3.267, 0.201], [-0.961, 1.628, 1.380], [-3.581, 5.304, 1.444], [-4.601, -9.022, -2.582], [-1.546, 1.508, -2.858], [-2.210, 4.845, 2.761], [6.049, 1.708, 1.315]], "forces_ev_per_angstrom": [[0.7, 1.4, 0.0], [0.9, 4.3, -1.9], [0.1, -0.1, 1.0], [1.9, -1.6, -8.7], [-1.2, -0.3, -0.1], [-3.1, -0.8, -0.6], [-1.1, -2.9, -2.2], [5.4, -2.6, 5.7], [1.0, 1.3, -1.2], [-0.2, -0.3, 0.8], [-1.2, -4.9, 2.9], [0.5, -0.7, -0.3], [1.5, 1.3, 0.8], [-1.2, -0.7, -0.1], [1.3, -0.1, -2.4], [-0.2, 0.6, -0.3], [-3.2, 1.2, -3.4], [0.7, -0.1, -2.7], [0.6, -0.9, 0.0], [0.7, 0.1, -0.5], [0.3, 0.4, -0.5], [1.5, 0.5, 0.7], [-0.5, -0.3, 1.4], [-1.5, 0.8, 0.7], [-1.0, 1.0, -1.3], [-0.3, 0.3, -0.4], [-0.1, 0.1, 0.2], [-0.9, 2.1, 6.3], [0.6, 0.7, -0.2], [-0.3, -0.5, 0.7], [0.4, 1.0, 0.5], [0.6, 0.7, -0.5], [1.2, -1.4, -1.0], [-0.1, -1.1, 0.0], [0.7, -0.1, -0.6], [0.2, 0.5, -0.1], [0.9, -0.2, 0.1], [0.0, 0.0, -0.3], [-2.1, 1.1, -3.1], [-1.8, -1.2, 2.4], [2.0, -0.9, 1.5], [0.2, 2.4, 1.5], [-0.7, 0.4, 0.1], [1.0, -1.0, -0.5], [0.1, -1.3, 0.4], [1.3, -0.4, 2.2], [0.0, 2.4, 0.4], [0.0, -0.2, 0.1], [-0.6, -1.7, 1.3], [-0.1, 0.0, 0.2], [-0.5, -1.8, -2.1], [-2.0, 1.5, 0.9], [-1.9, 0.0, -1.6], [0.5, -0.6, -2.6], [1.3, -1.3, 1.0], [0.0, 0.2, 0.1], [0.1, 0.1, 0.1], [0.1, 0.0, 0.0], [1.4, 0.4, -1.8], [-2.6, 1.1, 0.6], [1.1, -0.1, -2.3], [-0.1, -0.1, 0.0], [-0.2, -0.1, 0.0], [1.1, 1.9, -1.0], [0.1, 0.0, 0.1], [-1.8, -0.4, -1.7], [1.4, 1.7, -1.2], [-1.9, -2.0, 0.5], [-0.4, 1.8, 0.3], [-1.3, -1.4, 1.7], [0.1, -0.3, 0.3], [-1.4, 1.7, 1.2], [0.4, -2.4, 0.5], [2.6, -0.2, 0.1], [-1.5, -0.8, 1.9], [1.9, -1.4, 0.3], [-0.1, -0.1, -2.7], [-1.9, 0.7, -1.6], [0.2, -0.4, 0.1], [0.1, -0.2, 0.1], [0.1, 0.0, 0.0], [1.7, 0.2, 0.9], [0.1, -0.1, -0.1], [-0.1, -2.0, 2.1], [0.3, -2.3, -1.2], [-1.4, 1.7, 0.8], [-1.6, -0.7, 2.0], [-0.1, -0.1, 0.0], [1.4, 1.9, 0.8], [-1.3, 1.5, -0.7], [-1.7, 1.2, -0.6], [0.6, 1.8, -2.1], [2.2, -1.6, 0.1], [1.5, -1.7, -0.4], [0.7, 1.6, -0.1], [0.7, 0.4, 1.8], [0.0, 0.0, -0.2], [0.8, -0.3, 2.0], [-1.0, 2.4, 0.1], [0.8, -1.5, 2.0], [-0.1, -0.1, -0.1], [0.5, 1.1, 2.3], [-2.1, -0.5, -1.3], [-1.2, 1.4, 1.0]], "total_charge": 1, "orbital_gap_ev": 8.184, "homo_ha": -0.3975, "e_tot_ev": -140656.319}

=====

Record 2
{"formula": "C33H27F3LiNO4P", "method": "wB97M-V/def2-TZVPD", "elements": ["P", "F", "F", "F", "O", "O", "O", "O", "N", "C", "C", "C", "C", "C", "C", "C", "C", "C", "C", "C", "C", "C", "C", "C", "C", "C", "C", "C", "C", "C", "C", "C", "C", "C", "C", "C", "C", "C", "C", "C", "C", "C", "Li", "H", "H", "H", "H", "H", "H", "H", "H", "H", "H", "H", "H", "H", "H", "H", "H", "H", "H", "H", "H", "H", "H", "H", "H", "H", "H", "H"], "xyz": [[0.996, 0.673, 2.539], [-1.826, 0.623, -2.327], [-4.206, -4.817, -1.981], [-2.342, 2.251, -0.843], [-0.832, -1.757, 0.047], [-0.392, 0.383, 2.070], [3.092, -0.724, -1.203], [1.245, 0.098, -0.228], [1.191, -3.985, -2.687], [1.926, -1.893, 2.513], [-0.832, -5.246, -3.207], [1.114, -2.004, -1.313], [-2.878, -4.607, -2.134], [2.883, -2.892, 2.439], [1.895, -0.765, -0.881], [2.482, 3.060, 2.772], [2.071, 0.657, 5.201], [-0.453, 0.565, 6.346], [-0.052, -6.116, -4.158], [1.371, 4.138, 0.469], [4.210, -2.564, 2.182], [2.026, -4.841, -3.549], [4.571, -1.242, 1.976], [1.735, -2.854, -2.155], [1.579, 2.308, 2.024], [-0.891, -3.412, -1.620], [2.838, 4.338, 2.363], [2.281, 4.877, 1.211], [3.445, -4.969, -2.990], [-2.184, -5.432, -3.008], [3.614, -0.237, 2.034], [-2.261, -3.606, -1.441], [0.946, 0.681, 4.378], [-2.232, 0.795, -0.937], [-0.317, 0.626, 4.965], [1.019, 2.857, 0.868], [2.296, -0.561, 2.322], [-0.233, -2.317, -0.867], [-0.170, -4.225, -2.504], [0.673, 0.560, 7.156], [1.390, -6.216, -3.683], [1.937, 0.606, 6.580], [-0.551, 0.089, 0.252], [-2.793, -2.948, -0.766], [-0.080, -5.694, -5.168], [1.413, -6.708, -2.705], [3.884, 0.789, 1.818], [-0.508, -7.105, -4.211], [2.593, -3.927, 2.572], [3.408, -5.102, -1.907], [0.881, -2.130, 2.692], [2.551, 5.879, 0.898], [0.924, 4.554, -0.425], [3.544, 4.913, 2.950], [0.574, 0.510, 8.234], [2.073, -4.384, -4.544], [1.995, -6.806, -4.371], [-1.440, 0.517, 6.791], [3.931, -5.840, -3.432], [0.309, 2.291, 0.284], [2.910, 2.664, 3.684], [2.821, 0.588, 7.207], [-1.185, 0.629, 4.318], [-3.301, 0.510, -1.006], [-2.711, -6.216, -3.541], [5.597, -0.991, 1.736], [4.062, -4.097, -3.204], [2.755, -2.626, -2.433], [4.959, -3.344, 2.117], [3.064, 0.638, 4.765]], "forces_ev_per_angstrom": [[0.0, 0.2, 0.7], [-0.1, 0.0, 0.2], [-0.1, 0.0, 0.0], [-0.1, -0.2, -0.1], [0.0, -0.5, -0.1], [0.5, 0.0, 0.3], [-0.1, 0.0, 0.0], [0.3, 0.0, -0.2], [0.0, 0.0, 0.0], [0.0, 0.1, 0.0], [0.0, -0.1, -0.1], [-0.2, 0.2, 0.1], [0.1, 0.0, 0.0], [0.0, 0.0, 0.0], [0.1, 0.0, 0.2], [0.0, 0.0, -0.1], [0.0, -0.1, -0.1], [0.1, 0.0, 0.0], [0.0, 0.0, 0.1], [0.0, 0.0, 0.0], [0.0, 0.0, 0.0], [0.0, 0.0, 0.1], [0.0, 0.0, 0.0], [0.0, -0.2, -0.1], [-0.1, 0.0, -0.1], [0.2, 0.0, 0.0], [0.0, 0.0, 0.0], [0.0, 0.0, 0.0], [-0.1, 0.1, 0.0], [0.0, 0.0, 0.0], [0.0, 0.0, 0.0], [-0.1, 0.1, 0.1], [-0.2, 0.1, -0.1], [0.4, 0.4, -0.1], [0.0, 0.1, 0.0], [0.0, -0.1, 0.1], [-0.2, -0.2, -0.3], [0.2, 0.0, -0.1], [0.1, 0.1, 0.0], [0.0, 0.0, -0.1], [-0.1, 0.1, 0.1], [0.0, 0.0, 0.0], [-0.7, 0.0, -0.4], [0.0, 0.0, 0.0], [0.0, 0.0, 0.0], [0.0, 0.0, 0.0], [0.0, 0.0, 0.0], [0.0, 0.0, 0.0], [0.0, 0.0, 0.0], [0.0, 0.0, 0.0], [0.1, 0.0, 0.0], [0.0, 0.0, 0.0], [0.0, 0.0, 0.0], [0.0, 0.0, 0.0], [0.0, 0.0, 0.0], [0.0, 0.0, -0.1], [0.0, 0.0, 0.0], [0.0, 0.0, 0.0], [0.0, 0.0, 0.0], [0.0, 0.1, 0.0], [0.0, 0.0, 0.0], [0.0, 0.0, 0.0], [0.0, 0.0, 0.0], [0.0, 0.0, 0.0], [0.0, 0.0, 0.0], [0.0, 0.0, 0.0], [0.0, 0.0, 0.0], [0.0, 0.0, 0.1], [0.0, 0.0, 0.0], [0.0, 0.0, 0.0]], "total_charge": -1, "orbital_gap_ev": 5.561, "homo_ha": -0.1165, "e_tot_ev": -61990.607}